1.
C4H8O as an isolated structure, computed with ωB97M-V with the def2-TZVPD basis set.

```
13
Properties=species:S:1:pos:R:3:nbo_charge:R:1
C -1.5833 -0.5991 -0.0455 -0.820
C -0.4946 0.2893 -0.1353 0.348
C 1.2204 -0.8843 -0.1347 -0.875
C -0.0787 1.5442 0.4519 -0.127
O -0.0287 1.2623 -0.9709 -0.453
H -2.3302 -0.3956 0.7145 0.231
H -1.8771 -1.1302 -0.9453 0.225
H -0.1553 -0.9800 0.2026 0.412
H 1.9551 -0.2008 0.2917 0.215
H 1.3705 -1.0109 -1.2083 0.221
H 1.3008 -1.8588 0.3708 0.226
H -0.8465 2.2580 0.7445 0.200
H 0.8878 1.6414 0.9380 0.197
```

Lowest unoccupied orbital energy ... 0.968 eV
Relative energy (zero: lowest compared OMol25 entry of this formula, charge and spin) ... 147.55 kcal per mole
Maximum force ... 0.34 eV Å⁻¹
E_HOMO ... -7.5 eV
Orbital gap ... 8.509 eV
Energy ... -6318.7693 eV

=====

2.
A single C4H8O molecule at a distorted geometry, computed with ωB97M-V with the def2-TZVPD basis set.

```
13
Properties=species:S:1:pos:R:3:nbo_charge:R:1
C -0.3095 -0.7377 -0.7017 -0.433
C 1.0406 -0.3306 -0.0440 -0.426
C 0.7009 1.0672 0.4302 -0.077
O -0.7417 1.0431 0.7586 -0.536
C -1.3421 -0.0861 0.1965 -0.060
H -0.3882 -0.2752 -1.6568 0.198
H -0.5152 -1.7673 -0.9076 0.218
H 1.9247 -0.4462 -0.6600 0.221
H 1.2611 -0.9964 0.8582 0.196
H 1.2508 1.2856 1.3336 0.190
H 0.9698 1.7415 -0.3867 0.169
H -2.2578 0.2380 -0.2819 0.182
H -1.5934 -0.7359 1.0617 0.157
```

Lowest unoccupied orbital energy ... 1.129 eV
Relative energy (zero: lowest compared OMol25 entry of this formula, charge and spin) ... 17.05 kcal per mole
Maximum force ... 2.69 eV Å⁻¹
E_HOMO ... -9.5 eV
Orbital gap ... 10.616 eV
Energy ... -6324.4285 eV

=====

3.
A 2-piece molecular cluster, C4H8O overall at a distorted geometry, computed with ωB97M-V with the def2-TZVPD basis set.

```
13
Properties=species:S:1:pos:R:3:nbo_charge:R:1
C -2.8580 0.3570 1.6036 -0.739
C -1.6425 0.8648 2.1470 0.418
O -0.5515 0.2193 2.1399 -0.532
H -3.6118 0.1293 2.2590 0.244
H -3.3264 1.0203 0.7894 0.243
H -2.4655 -0.6160 1.3130 0.249
H -1.5994 1.8707 2.4949 0.119
C 2.4323 -1.3347 -2.9616 -0.400
C 2.9486 -0.1509 -2.8328 -0.394
H 1.9190 -1.4575 -3.9270 0.203
H 2.2426 -2.0315 -2.1219 0.200
H 3.4467 0.4389 -3.6425 0.188
H 2.5246 0.4742 -2.0215 0.203
```

Lowest unoccupied orbital energy ... 0.854 eV
Relative energy (zero: lowest compared OMol25 entry of this formula, charge and spin) ... 79.95 kcal per mole
Maximum force ... 5.21 eV Å⁻¹
E_HOMO ... -8.9 eV
Orbital gap ... 9.773 eV
Energy ... -6321.7009 eV

=====

4.
A single C4H8O2 molecule, computed with ωB97M-V with the def2-TZVPD basis set.

```
14
Properties=species:S:1:pos:R:3:nbo_charge:R:1
O 1.1949 -1.8277 -0.7377 -0.522
C 1.4819 -1.1164 0.1956 0.436
C 1.0196 0.3204 0.2918 -0.528
C -0.1372 0.5824 -0.6978 -0.432
C -1.4879 0.0171 -0.2632 -0.065
O -1.9089 0.5622 0.9716 -0.711
H 2.1064 -1.5161 1.0218 0.113
H 1.8682 0.9688 0.0299 0.249
H 0.8506 0.5648 1.3566 0.209
H -0.2385 1.6578 -0.8702 0.212
H 0.1291 0.1163 -1.6543 0.235
H -2.2608 0.2867 -0.9922 0.185
H -1.4544 -1.0841 -0.2272 0.164
H -1.1630 0.4678 1.5754 0.454
```

Lowest unoccupied orbital energy ... 0.801 eV
Relative energy (zero: lowest compared OMol25 entry of this formula, charge and spin) ... 29.71 kcal per mole
Maximum force ... 0.49 eV Å⁻¹
E_HOMO ... -10.0 eV
Orbital gap ... 10.844 eV
Energy ... -8371.9934 eV

=====

5.
A single C4H8O2 molecule, computed with ωB97M-V with the def2-TZVPD basis set.

```
14
Properties=species:S:1:pos:R:3:nbo_charge:R:1
O 2.1312 -0.5887 0.2862 -0.722
C 1.2067 0.0823 -0.5610 -0.085
C -0.0924 0.3413 0.1511 0.198
O 0.0906 1.2646 1.1833 -0.701
C -1.1405 -0.7236 0.3344 -0.457
C -1.3844 0.4554 -0.5807 -0.427
H 1.7794 -1.4732 0.4538 0.466
H 1.0865 -0.4443 -1.5199 0.168
H 1.6194 1.0745 -0.7308 0.195
H 0.8338 0.9356 1.7111 0.479
H -1.6580 -0.7184 1.2883 0.228
H -1.0045 -1.7036 -0.1185 0.210
H -1.4172 0.2795 -1.6540 0.216
H -2.0593 1.2277 -0.2258 0.231
```

Lowest unoccupied orbital energy ... 0.820 eV
Relative energy (zero: lowest compared OMol25 entry of this formula, charge and spin) ... 41.12 kcal per mole
Maximum force ... 0.42 eV Å⁻¹
E_HOMO ... -9.8 eV
Orbital gap ... 10.635 eV
Energy ... -8371.4985 eV

=====

6.
A 2-piece molecular cluster, C4H8O2 overall, computed with ωB97M-V with the def2-TZVPD basis set.

```
14
Properties=species:S:1:pos:R:3:nbo_charge:R:1
C 1.2472 0.6116 -0.6341 -0.229
C 0.1576 1.2423 -0.1808 -0.397
C -1.0926 1.1374 -0.9294 0.391
O -2.1776 1.5206 -0.5456 -0.546
H 1.2303 0.0308 -1.5534 0.204
H 2.2152 0.6773 -0.1484 0.197
H 0.1275 1.7330 0.7889 0.217
H -0.9734 0.6512 -1.9261 0.100
C -0.4863 -1.3009 0.8079 -0.271
O 0.9138 -1.3296 0.4769 -0.704
H -0.9199 -0.3785 1.2420 0.189
H -0.6439 -2.1146 1.5065 0.186
H -1.0396 -1.4801 -0.1216 0.192
H 1.4416 -1.0003 1.2170 0.471
```

Lowest unoccupied orbital energy ... 0.690 eV
Relative energy (zero: lowest compared OMol25 entry of this formula, charge and spin) ... 64.35 kcal per mole
Maximum force ... 0.84 eV Å⁻¹
E_HOMO ... -9.5 eV
Orbital gap ... 10.190 eV
Energy ... -8370.4913 eV

=====

7.
A single C4H8O2 molecule at a distorted geometry, computed with ωB97M-V with the def2-TZVPD basis set.

```
14
Properties=species:S:1:pos:R:3:nbo_charge:R:1
C -0.3992 1.1263 -1.8389 -0.623
C -0.6098 0.1625 -0.6969 -0.069
O 0.6258 -0.4608 -0.4496 -0.517
C 0.6221 -1.1468 0.7019 -0.017
C 0.4191 -0.1058 2.1779 0.257
O 0.9953 -0.9784 2.7863 -0.565
H -0.0065 0.5984 -2.7143 0.217
H 0.3203 1.9000 -1.5531 0.214
H -1.3440 1.6022 -2.1069 0.212
H -0.9344 0.6643 0.2333 0.171
H -1.3487 -0.6158 -0.9355 0.169
H 1.5824 -1.7151 0.7358 0.217
H -0.2252 -1.8290 0.8792 0.172
H 0.3390 0.8590 2.8427 0.161
```

Lowest unoccupied orbital energy ... 0.991 eV
Relative energy (zero: lowest compared OMol25 entry of this formula, charge and spin) ... 97.16 kcal per mole
Maximum force ... 3.56 eV Å⁻¹
E_HOMO ... -8.4 eV
Orbital gap ... 9.407 eV
Energy ... -8369.0687 eV

=====

8.
C4H8O2 as an isolated structure at a distorted geometry, computed with ωB97M-V with the def2-TZVPD basis set.

```
14
Properties=species:S:1:pos:R:3:nbo_charge:R:1
C -1.8826 0.0936 0.3406 -0.657
C -0.3589 0.0031 0.4809 0.085
C 0.7889 -1.2696 -0.5546 -0.174
O 1.4014 -0.3151 -1.3165 -0.511
C 1.5293 0.8161 -0.4817 0.218
O 0.2374 1.1269 -0.0481 -0.515
H -2.3769 -0.8033 0.7312 0.220
H -2.2624 0.9531 0.9146 0.234
H -2.1851 0.2346 -0.7028 0.223
H -0.0576 -0.2572 1.4967 0.165
H 1.3855 -1.5701 0.3054 0.159
H -0.3066 -1.2419 -0.4871 0.235
H 2.1804 0.5721 0.3773 0.135
H 1.9071 1.6578 -1.0560 0.185
```

Lowest unoccupied orbital energy ... 1.026 eV
Relative energy (zero: lowest compared OMol25 entry of this formula, charge and spin) ... 102.47 kcal per mole
Maximum force ... 2.17 eV Å⁻¹
E_HOMO ... -8.4 eV
Orbital gap ... 9.402 eV
Energy ... -8368.8384 eV

=====

9.
A single C4H8O2 molecule, computed with ωB97M-V with the def2-TZVPD basis set.

```
14
Properties=species:S:1:pos:R:3:nbo_charge:R:1
C -0.8174 0.6362 -0.6342 -0.803
C -0.9002 0.1329 0.8038 -0.445
C 0.4174 -0.6018 1.1476 -0.086
O 1.4432 0.0525 0.3883 -0.476
C 1.2638 0.0414 -0.9172 0.658
O 0.9166 -1.0022 -1.6268 -0.785
H -1.7167 0.3715 -1.2116 0.237
H -0.7306 1.7255 -0.6880 0.224
H -0.1067 -0.3902 -1.4338 0.484
H -1.7258 -0.5731 0.9410 0.217
H -1.0547 0.9435 1.5258 0.208
H 0.7235 -0.4906 2.1890 0.202
H 0.3798 -1.6597 0.8783 0.196
H 1.9079 0.8140 -1.3622 0.169
```

Lowest unoccupied orbital energy ... 0.879 eV
Relative energy (zero: lowest compared OMol25 entry of this formula, charge and spin) ... 101.90 kcal per mole
Maximum force ... 0.39 eV Å⁻¹
E_HOMO ... -8.5 eV
Orbital gap ... 9.416 eV
Energy ... -8368.8631 eV

=====

10.
A single C4H8O2 molecule, computed with ωB97M-V with the def2-TZVPD basis set.

```
14
Properties=species:S:1:pos:R:3:nbo_charge:R:1
C -0.0370 -1.2315 -0.9144 -0.517
C 0.5482 -0.2081 -0.3012 0.332
C 2.0360 -0.1194 -0.0572 -0.662
O -0.2358 0.8500 0.0940 -0.551
C -1.5230 0.4989 0.6581 0.243
O -2.3573 1.5756 0.4405 -0.701
H -1.0712 -1.1251 -1.2193 0.200
H 0.4748 -2.1572 -1.1195 0.208
H 2.3050 0.1837 0.9598 0.221
H 2.4711 -1.1063 -0.2515 0.225
H 2.5215 0.5820 -0.7494 0.228
H -1.3052 0.2866 1.7134 0.134
H -2.0499 -0.3730 0.2439 0.163
H -1.7773 2.3439 0.5029 0.478
```

Lowest unoccupied orbital energy ... 0.939 eV
Relative energy (zero: lowest compared OMol25 entry of this formula, charge and spin) ... 45.84 kcal per mole
Maximum force ... 0.71 eV Å⁻¹
E_HOMO ... -8.9 eV
Orbital gap ... 9.868 eV
Energy ... -8371.2941 eV

=====

11.
A single C4H8O2 molecule, computed with ωB97M-V with the def2-TZVPD basis set.

```
14
Properties=species:S:1:pos:R:3:nbo_charge:R:1
C -2.4852 0.3014 0.0704 -0.249
O -1.5446 -0.7382 0.1156 -0.522
C -0.2386 -0.2652 0.2897 -0.256
C 0.6645 -1.4654 0.4752 0.317
C 2.4513 0.0192 -0.2884 -0.290
O 1.9243 -1.2271 0.2282 -0.475
H -2.5999 0.7854 1.0530 0.165
H -2.2076 1.0744 -0.6649 0.160
H -3.4388 -0.1398 -0.2268 0.198
H -0.1423 0.3182 1.2326 0.195
H 0.0220 0.4272 -0.5335 0.169
H 2.0616 0.1967 -1.2933 0.194
H 2.2028 0.8570 0.3685 0.188
H 3.5317 -0.1179 -0.3306 0.207
```

Lowest unoccupied orbital energy ... 0.728 eV
Relative energy (zero: lowest compared OMol25 entry of this formula, charge and spin) ... 105.08 kcal per mole
Maximum force ... 0.49 eV Å⁻¹
E_HOMO ... -8.3 eV
Orbital gap ... 9.072 eV
Energy ... -8368.7249 eV

=====

12.
A single C4H8O2 molecule, computed with ωB97M-V with the def2-TZVPD basis set.

```
14
Properties=species:S:1:pos:R:3:nbo_charge:R:1
O -1.9047 -0.9409 -0.5440 -0.723
C -0.6923 -0.8911 -1.2605 -0.054
C 0.2196 0.2610 -0.8247 -0.459
C 0.8223 0.0230 0.5491 0.049
C 0.6914 1.0583 1.5722 -0.105
O -0.1830 -0.0627 1.5628 -0.522
H -1.6876 -0.8344 0.3930 0.484
H -0.1318 -1.8344 -1.1679 0.151
H -0.9704 -0.7713 -2.3133 0.180
H 1.0084 0.4282 -1.5664 0.219
H -0.4052 1.1661 -0.7993 0.215
H 1.6252 -0.7100 0.6937 0.192
H 0.2701 2.0122 1.2591 0.182
H 1.3378 1.0960 2.4462 0.189
```

Lowest unoccupied orbital energy ... 1.093 eV
Relative energy (zero: lowest compared OMol25 entry of this formula, charge and spin) ... 47.94 kcal per mole
Maximum force ... 0.50 eV Å⁻¹
E_HOMO ... -10.1 eV
Orbital gap ... 11.187 eV
Energy ... -8371.2030 eV

=====

- Which of these has the lowest maximum force?
  number 1

=====

- Which formula does entry 8 have?
  C4H8O2

=====

- Look up the E_HOMO of the third one.
  -8.9 eV

=====

- Among the records above, which one has the highest lowest unoccupied orbital energy?
  number 2